No. 1
49
Properties=species:S:1:pos:R:3 method="wB97M-V/def2-TZVPD" fmax_ev_per_a=4.01 multiplicity=1 total_charge=+2
C 0.167 -2.747 0.116
O 0.384 -2.297 1.410
C 0.413 -1.387 -0.829
C -0.802 -0.453 -0.679
C -0.310 0.934 -1.129
C -0.777 3.019 -0.007
N -1.137 1.803 -0.278
N 0.875 -1.623 -2.248
H -0.857 -2.822 -0.088
H 0.624 -3.746 -0.061
H 1.368 -2.077 1.455
H 1.321 -0.888 -0.322
H -0.899 -0.414 0.404
H -1.661 -0.796 -1.263
H -0.521 1.187 -2.226
H 0.793 1.253 -1.133
H -1.439 3.603 0.651
H 0.180 3.498 -0.091
H -2.218 1.422 -0.159
H 1.737 -1.191 -2.483
H 1.008 -2.645 -2.218
H 0.022 -1.377 -2.784
H -1.022 -0.656 3.347
H -1.482 -2.044 3.139
O -1.760 -1.140 2.972
H 2.811 -0.584 1.490
H 4.382 -0.869 1.112
O 3.451 -0.928 0.866
H -0.962 -0.126 -4.820
H -2.096 -0.350 -3.925
O -1.142 -0.430 -3.929
H -3.777 3.331 0.343
H -3.970 2.302 1.562
O -3.407 2.605 0.839
H 3.202 -3.833 -1.338
H 2.992 -2.607 -0.546
O 2.550 -3.121 -1.237
H 2.555 0.760 3.585
H 1.612 1.385 2.582
O 2.075 0.571 2.776
H -3.964 -0.517 0.777
H -2.499 -0.583 1.371
O -3.035 -0.534 0.562
H 2.513 2.550 -1.614
H 2.300 2.058 -2.966
O 2.234 1.731 -2.067
H -1.022 2.200 3.023
H -0.293 3.567 3.409
O -0.519 3.005 2.648

No. 2
51
Properties=species:S:1:pos:R:3 method="wB97M-V/def2-TZVPD" fmax_ev_per_a=8.48 multiplicity=1 total_charge=-1
C 0.341 -0.571 -0.219
O 1.047 0.396 -0.709
C 0.164 -0.119 1.337
C -0.837 -1.002 2.087
C -2.294 -0.375 1.928
C -2.914 -0.764 -0.387
N -3.236 -0.971 1.013
N 1.461 -0.349 1.941
H 0.963 -1.625 -0.434
H -0.678 -0.622 -0.767
H -0.179 0.966 1.335
H -0.508 -1.035 3.075
H -1.006 -2.147 1.743
H -2.159 0.778 1.566
H -2.723 -0.365 2.976
H -3.300 -1.698 -0.875
H -3.507 0.178 -0.752
H -1.853 -0.701 -0.766
H -3.419 -2.026 1.278
H 1.506 -1.278 2.263
H 2.317 -0.202 1.397
H 1.496 2.000 3.079
H 0.078 1.729 3.422
O 0.735 2.450 3.253
H 2.381 -2.212 -2.200
H 2.182 -2.217 -0.923
O 2.544 -2.824 -1.526
H -1.971 -2.122 -2.838
H -0.907 -1.640 -1.901
O -1.608 -2.311 -2.024
H -0.310 0.598 -2.871
H -1.695 0.998 -3.101
O -1.210 0.263 -3.027
H 4.060 0.033 -0.781
H 2.598 0.438 -0.325
O 3.471 0.213 -0.037
H 0.035 1.671 -1.204
H -1.094 2.729 -0.762
O -0.835 2.175 -1.489
H -0.981 3.978 1.877
H -0.640 2.561 1.740
O -1.081 3.180 1.342
H 1.427 2.438 -0.166
H 1.352 2.758 1.262
O 2.006 2.704 0.589
H 1.542 1.029 -3.674
H 1.979 0.700 -2.263
O 2.271 0.987 -3.108
H -0.191 -3.337 0.624
H -1.567 -3.259 -0.025
O -1.037 -3.842 0.465

No. 3
50
Properties=species:S:1:pos:R:3 method="wB97M-V/def2-TZVPD" smiles="C/C=C/NCC.O.O.O.O.O.O.O.O.O.O.O" fmax_ev_per_a=4.84 multiplicity=1 total_charge=0
C -1.561 -1.732 1.450
C -0.357 -0.867 1.385
C 0.898 -1.423 1.363
N 2.055 -0.639 1.454
C 3.279 -1.235 0.915
C 3.421 -1.069 -0.625
H -2.123 -1.506 2.354
H -2.252 -1.541 0.620
H -1.367 -2.745 1.463
H -0.537 0.137 1.313
H 1.068 -2.563 1.287
H 1.942 0.304 1.163
H 3.299 -2.266 1.156
H 4.162 -0.729 1.467
H 4.176 -1.675 -0.993
H 3.680 -0.068 -0.907
H 2.448 -1.308 -1.132
H 2.028 -3.345 -0.590
H 0.671 -2.809 -1.142
O 1.142 -3.628 -0.945
H -0.935 -1.288 -1.143
H -0.039 -1.164 -2.398
O 0.072 -1.227 -1.450
H 2.273 3.141 0.974
H 0.974 2.588 1.739
O 1.702 2.382 1.069
H 1.030 1.670 -0.374
H 0.323 0.368 -1.100
O 0.338 1.402 -1.026
H -1.242 2.383 1.468
H -0.840 2.132 -0.001
O -1.539 2.497 0.510
H -2.279 -1.117 -2.508
H -2.855 -0.138 -1.396
O -2.601 -1.080 -1.574
H -2.649 1.813 -0.563
H -4.095 1.789 -0.993
O -3.228 1.509 -1.296
H -1.501 2.212 3.493
H -0.189 1.450 3.400
O -0.647 2.223 3.044
H -1.115 0.409 -3.669
H -1.024 -0.737 -4.676
O -1.099 -0.639 -3.783
H -0.441 1.982 -2.473
H -1.923 2.112 -2.837
O -1.038 1.972 -3.246
H 0.033 -0.693 3.760
H 1.389 -0.094 3.472
O 0.577 0.055 4.028

No. 4
53
Properties=species:S:1:pos:R:3 method="wB97M-V/def2-TZVPD" smiles="C[C@H](N)C(=O)N(C)C.O.O.O.O.O.O.O.O.O.O.O" fmax_ev_per_a=1.49 multiplicity=1 total_charge=0
O 1.125 0.876 -1.222
C 2.152 0.902 -0.531
N 2.649 -0.287 -0.080
C 3.163 -0.695 1.220
C 2.366 -1.449 -0.943
C 2.887 2.264 -0.353
C 2.874 2.667 1.118
N 2.333 3.268 -1.242
H 2.584 -1.558 1.574
H 4.226 -0.907 1.064
H 3.015 -0.127 2.139
H 2.098 -0.989 -1.883
H 1.557 -2.023 -0.493
H 3.197 -2.132 -1.096
H 3.917 2.002 -0.651
H 1.868 3.082 1.288
H 3.161 1.822 1.738
H 3.467 3.524 1.423
H 1.360 3.304 -0.944
H 2.297 2.906 -2.185
H -2.433 1.369 -2.536
H -3.322 0.734 -3.549
O -3.348 1.365 -2.820
H -0.207 -1.242 0.647
H -0.552 0.202 0.456
O -0.687 -0.533 1.083
H -3.492 -2.611 -0.598
H -3.566 -3.831 0.426
O -4.032 -3.085 0.052
H -1.239 4.390 1.734
H -1.074 3.015 2.365
O -1.584 3.490 1.688
H 0.011 -3.346 -1.693
H 0.384 -3.623 -3.104
O 0.798 -3.480 -2.247
H -1.130 1.096 2.784
H 0.147 1.018 3.606
O -0.552 1.628 3.346
H -0.366 0.169 -4.305
H 0.280 0.414 -2.909
O -0.529 0.540 -3.433
H -2.544 -1.327 2.066
H -3.412 -2.560 2.132
O -2.577 -2.204 2.446
H -5.116 -0.094 -1.858
H -5.019 -0.739 -0.560
O -4.442 -0.298 -1.200
H -1.609 -0.979 -2.103
H -2.111 -0.600 -0.803
O -1.857 -1.403 -1.263
H 1.081 -1.623 4.126
H 0.556 -1.245 2.713
O 1.247 -1.055 3.369

Listing ΔE to the lowest compared entry with this formula, charge and spin for the structures above in their given order: 116.5, 150.9, 31.6, 74.4 kcal/mol.
Listing M for the structures above in their given order: 280.315, 297.322, 283.315, 314.329 g/mol.